(1)
Entry from the OMol25 dataset: the molecule C7H15Cl2N2OP in a non-equilibrium geometry (the ωB97M-V functional and the def2-TZVPD basis).

Positions of all 28 atoms, in Å:
C -0.25 0.44 0.54
C -0.17 0.11 -2.38
C -1.46 -0.48 0.76
C 0.04 -2.69 -1.33
C 1.89 -2.16 0.31
C -1.36 2.09 1.84
C 0.52 2.77 0.56
N 0.91 -1.71 -0.67
N -0.31 1.72 0.96
O 2.19 0.49 -0.93
P 0.83 -0.09 -0.81
Cl 1.08 0.28 -3.67
Cl -1.23 1.40 -2.31
H -2.35 0.09 0.36
H -1.65 -0.71 1.81
H -1.24 -1.30 0.17
H -0.68 -3.23 -0.69
H -0.61 -2.36 -2.13
H 0.55 -3.42 -1.85
H 2.00 -1.51 1.24
H 1.48 -3.05 0.75
H 2.84 -2.27 -0.09
H -0.98 2.64 2.70
H -2.18 2.55 1.38
H -1.82 1.23 2.20
H 1.30 2.50 -0.24
H -0.26 3.49 0.10
H 0.92 3.17 1.44

Relative energy (zero: lowest compared OMol25 entry of this formula, charge and spin): 79.0 kcal per mole
DFT total energy: -46860.240 eV
E_HOMO (spin up / spin down): -0.3142 / -0.2306 Ha

---

(2)
Entry from the OMol25 dataset: a structure of composition C7H15ClCoI2O2P in a non-equilibrium geometry (the ωB97M-V functional and the def2-TZVPD basis).

Positions of all 29 atoms, in Å:
I -3.08 -2.90 -0.41
I -3.29 3.10 -0.78
Co 0.69 0.35 0.02
P 0.27 0.03 -2.17
C -1.41 -0.01 -3.12
C 1.15 1.54 -2.91
H 2.18 -1.44 -2.38
H 1.20 -1.32 -3.99
H 0.56 -2.42 -2.57
C 1.16 -1.50 -2.87
H 2.17 1.48 -2.41
H 1.19 1.34 -4.02
H -1.22 0.00 -4.24
H -1.95 0.93 -2.77
H 0.55 2.46 -2.62
H -1.90 -0.97 -2.77
C -1.09 -0.30 0.31
O -2.35 0.02 0.13
Cl 2.92 0.08 -0.20
C 1.17 -0.76 4.04
C 0.38 0.10 3.11
C -0.84 0.64 3.67
O 0.84 0.29 1.99
H 0.78 -0.55 5.03
H 2.28 -0.60 3.96
H 0.98 -1.83 3.83
H -0.94 1.68 3.40
H -1.65 0.05 3.29
H -0.77 0.54 4.71

Total charge: +2
DFT total energy: -87215.253 eV
2S+1: 5
⟨S²⟩: 6.212
E_HOMO (spin up / spin down): -0.5874 / -0.5744 Ha

---

(3)
Entry from the OMol25 dataset: a structure of composition C7H15F3FeNO11S3 in a non-equilibrium geometry (the ωB97M-V functional and the def2-TZVPD basis).

Positions of all 41 atoms, in Å:
Fe -1.27 -0.47 -0.63
S -2.39 -2.86 -0.41
O -2.89 -3.60 -1.52
O -2.52 -3.56 0.88
O -1.02 -2.34 -0.60
O -2.91 -1.48 -0.38
S -2.19 0.87 -2.75
O -1.45 -0.32 -2.50
O -3.46 0.43 -3.25
O -2.12 1.10 -1.31
O -1.42 1.82 -3.50
C -0.29 0.31 3.86
F 0.39 -0.77 3.64
F -0.57 0.47 5.09
F 0.52 1.32 3.44
S -1.83 0.38 2.71
O -1.37 0.02 1.34
O -2.81 -0.56 3.29
O -2.36 1.76 2.71
C 0.16 2.51 0.51
C 0.77 1.66 -0.64
N 0.75 0.18 -0.62
C 1.35 -0.22 -1.91
C 2.87 -0.19 -2.19
C 1.63 -0.15 0.55
C 1.61 -1.64 0.92
H 0.33 3.58 0.37
H 0.65 2.30 1.46
H -0.89 2.28 0.66
H 0.30 1.98 -1.57
H 1.79 2.03 -0.72
H 0.94 0.41 -2.70
H 1.06 -1.23 -2.22
H 3.49 -0.89 -1.62
H 3.36 0.78 -2.12
H 2.96 -0.62 -3.19
H 2.66 0.21 0.53
H 1.29 0.43 1.41
H 0.62 -1.89 1.30
H 1.86 -2.23 0.04
H 2.40 -1.80 1.65

Total charge: -2
Relative energy (zero: lowest compared OMol25 entry of this formula, charge and spin): 50.5 kcal per mole
DFT total energy: -106562.078 eV
2S+1: 6
⟨S²⟩: 8.757
E_HOMO (spin up / spin down): -0.0966 / -0.1064 Ha

---

(4)
Entry from the OMol25 dataset: a cluster of 3 separate species, C7H15F3O3SSi in total in a non-equilibrium geometry (the ωB97M-V functional and the def2-TZVPD basis).

Positions of all 30 atoms, in Å:
C -2.88 -0.35 -0.88
C 0.99 2.94 0.04
C 1.09 -0.76 2.58
C -2.41 0.70 0.18
C 0.83 1.59 -0.58
C -0.02 0.25 2.42
C 0.14 -3.22 -1.22
O 2.40 -0.02 -3.94
O 2.84 -0.43 -1.59
O 0.52 -2.79 -2.25
F 1.02 -3.66 -0.39
F -0.09 -0.97 -0.31
F -1.04 -3.66 -0.82
Si -0.49 0.51 0.48
S 2.70 -1.00 -2.93
H -2.12 -1.17 -0.97
H -3.90 -0.78 -0.80
H -2.96 0.06 -1.97
H 0.16 3.70 0.02
H 1.31 2.79 1.12
H 1.89 3.47 -0.54
H 0.97 -1.73 2.04
H 2.07 -0.27 2.35
H 1.12 -1.03 3.68
H -2.96 0.53 1.02
H -2.72 1.74 -0.23
H 1.86 1.02 -0.66
H 0.47 1.76 -1.52
H 0.16 1.15 2.92
H -0.95 -0.36 2.80

Relative energy (zero: lowest compared OMol25 entry of this formula, charge and spin): 4.6 kcal per mole
DFT total energy: -40510.213 eV
E_HOMO: -0.3542 Ha

---

(5)
Entry from the OMol25 dataset: a structure of composition C7H15FO2S3 in a non-equilibrium geometry (the ωB97M-V functional and the def2-TZVPD basis).

Positions of all 28 atoms, in Å:
C -2.77 1.09 -0.60
C 0.68 0.78 -2.59
C 2.90 1.55 0.51
C 1.31 -1.41 2.51
C -1.80 -1.67 -0.52
C -1.21 -0.46 0.28
C 0.78 -0.35 -0.03
O -1.53 -0.70 1.60
O -1.45 0.77 -0.22
F -1.82 -1.50 -1.91
S 0.97 -0.81 -1.75
S 1.14 1.28 0.60
S 1.66 -1.75 0.76
H -3.08 0.80 -1.56
H -2.83 2.18 -0.44
H -3.44 0.47 -0.08
H -0.36 0.97 -2.60
H 1.10 0.75 -3.62
H 1.26 1.52 -1.99
H 3.28 0.59 0.73
H 3.18 2.10 1.34
H 3.25 1.93 -0.41
H 2.05 -1.97 3.09
H 0.30 -1.47 2.91
H 1.72 -0.39 2.57
H -2.86 -1.88 -0.23
H -0.96 -2.52 -0.37
H -1.48 0.09 2.04

Relative energy (zero: lowest compared OMol25 entry of this formula, charge and spin): 0.0 kcal per mole
DFT total energy: -46817.192 eV
E_HOMO: -0.2890 Ha

---

(6)
Entry from the OMol25 dataset: a structure of composition C7H15IN2O3STaY in a non-equilibrium geometry (the ωB97M-V functional and the def2-TZVPD basis).

Positions of all 31 atoms, in Å:
C 2.99 0.73 0.61
C 2.24 0.82 -0.71
C 1.62 -0.52 -1.13
Ta -0.43 -0.96 -0.06
I -0.56 -3.06 -2.04
C -1.36 0.48 -1.34
C -2.60 1.12 -0.66
C -2.32 2.46 0.00
S -1.13 2.34 1.35
O -2.10 -1.61 0.77
C -2.25 -2.86 1.11
N -2.30 -3.84 1.73
O 0.62 -2.57 1.04
N 1.16 -2.07 2.49
O 0.35 -1.86 3.20
H 2.50 0.04 1.30
H 4.01 0.38 0.44
H 3.08 1.69 1.11
H 2.94 1.13 -1.49
H 1.44 1.56 -0.66
H 2.42 -1.25 -0.85
H 1.49 -0.59 -2.21
H 0.10 0.13 1.22
H -0.65 1.23 -1.70
H -1.70 -0.05 -2.24
H -3.05 0.46 0.08
H -3.36 1.27 -1.43
H -2.03 3.23 -0.70
H -3.24 2.80 0.48
H -0.03 2.47 0.60
Y 2.16 -3.09 -0.32

Total charge: +2
DFT total energy: -38133.823 eV
E_HOMO: -0.5416 Ha

---

(7)
Entry from the OMol25 dataset: the molecule C7H15IOSi in a non-equilibrium geometry (the ωB97M-V functional and the def2-TZVPD basis).

Positions of all 25 atoms, in Å:
C 1.92 -1.11 -1.98
Si 0.05 -0.80 -1.94
C -0.79 -2.81 -2.02
I 0.44 -4.12 -3.18
C -0.64 -0.19 -0.28
C 0.53 0.33 0.67
C -0.08 0.88 2.01
C -1.19 1.81 1.67
C -2.17 1.19 0.60
O -1.59 0.84 -0.53
H 2.46 -0.23 -2.08
H 2.21 -1.50 -0.92
H 2.05 -1.91 -2.70
H -0.40 0.13 -3.10
H -0.75 -3.10 -0.92
H -1.79 -3.04 -2.37
H -1.18 -0.88 0.33
H 1.27 1.07 0.22
H 0.96 -0.64 0.86
H 0.58 1.45 2.60
H -0.59 0.13 2.56
H -1.67 2.13 2.56
H -0.80 2.70 1.20
H -2.58 0.37 1.13
H -3.14 1.82 0.55

Relative energy (zero: lowest compared OMol25 entry of this formula, charge and spin): 0.0 kcal per mole
DFT total energy: -25526.179 eV
Structure (SMILES): C[Si@@H](CI)[C@H]1CCCCO1
E_HOMO: -0.3278 Ha

---

(8)
Entry from the OMol25 dataset: a structure of composition C7H15LiNO5 in a non-equilibrium geometry (the ωB97M-V functional and the def2-TZVPD basis).

Positions of all 29 atoms, in Å:
Li -1.24 -0.02 0.38
C -2.99 1.45 0.68
O -4.04 2.17 0.83
O -2.17 1.17 1.64
O -2.79 0.80 -0.44
C 2.40 3.64 -1.70
O 2.44 2.61 -0.74
C 1.63 1.52 -1.15
C 1.38 0.65 0.07
N 0.60 -0.54 -0.25
C 0.90 -1.63 0.69
C -0.19 -2.69 0.68
O -1.40 -2.08 1.04
C -2.50 -2.95 1.10
H 2.64 3.27 -2.71
H 3.10 4.43 -1.46
H 1.40 4.08 -1.78
H 2.17 0.95 -1.92
H 0.65 1.83 -1.53
H 0.77 1.24 0.76
H 2.33 0.50 0.60
H 0.77 -0.83 -1.21
H 0.83 -1.22 1.70
H 1.87 -2.09 0.46
H -0.01 -3.55 1.34
H -0.23 -3.13 -0.34
H -2.67 -3.44 0.13
H -3.36 -2.35 1.38
H -2.32 -3.81 1.76

Total charge: -1
Relative energy (zero: lowest compared OMol25 entry of this formula, charge and spin): 7.7 kcal per mole
DFT total energy: -19436.250 eV
E_HOMO: -0.0799 Ha

---

(9)
Entry from the OMol25 dataset: a structure of composition C7H15N in a non-equilibrium geometry (the ωB97M-V functional and the def2-TZVPD basis).

Positions of all 23 atoms, in Å:
C 0.85 1.50 1.61
C -0.27 1.29 0.48
C -1.10 -0.04 0.59
C -1.57 -0.69 -1.84
C -0.22 -1.13 0.52
C 1.12 -1.20 0.06
C 1.88 -0.36 -0.69
H 1.54 0.47 2.14
H 0.31 1.85 2.71
H 1.38 2.44 1.52
H 0.02 1.22 -0.49
H -0.81 2.24 0.58
H -1.54 -0.18 1.54
H -3.26 -0.55 -0.13
H -2.31 -0.04 -2.80
H -1.34 -2.10 -1.61
H -0.21 -0.17 -1.99
H -0.94 -2.15 0.73
H 1.67 -2.05 0.11
H 1.74 -0.82 -1.88
H 1.80 1.34 -0.45
H 3.36 -0.78 -0.12
N -2.09 -0.10 -0.58

Relative energy (zero: lowest compared OMol25 entry of this formula, charge and spin): 347.3 kcal per mole
DFT total energy: -8977.431 eV
E_HOMO: -0.3081 Ha

---

(10)
Entry from the OMol25 dataset: a cluster of 2 separate species, C7H15N in total (the ωB97M-V functional and the def2-TZVPD basis).

Positions of all 23 atoms, in Å:
C -2.82 -0.02 1.33
C -1.79 -0.70 0.86
C -1.85 -2.08 0.28
C -1.19 -2.13 -1.11
H -2.72 0.98 1.72
H -3.81 -0.47 1.33
H -0.82 -0.23 0.86
H -1.34 -2.79 0.93
H -2.89 -2.40 0.20
H -0.10 -2.10 -1.00
H -1.47 -3.04 -1.64
H -1.50 -1.28 -1.72
C 2.39 0.18 0.97
C 2.68 0.88 -0.11
C 1.65 1.32 -1.11
N 0.99 2.55 -0.66
H 3.14 -0.10 1.70
H 1.37 -0.15 1.17
H 3.71 1.21 -0.26
H 2.11 1.43 -2.10
H 0.88 0.54 -1.20
H 0.45 2.97 -1.42
H 1.68 3.23 -0.36

Relative energy (zero: lowest compared OMol25 entry of this formula, charge and spin): 40.2 kcal per mole
DFT total energy: -8990.748 eV
Structure (SMILES): C=CCC.C=CCN
E_HOMO: -0.3431 Ha

---

(11)
Entry from the OMol25 dataset: a cluster of 2 separate species, C7H15N in total in a non-equilibrium geometry (the ωB97M-V functional and the def2-TZVPD basis).

Positions of all 23 atoms, in Å:
C -2.83 -0.37 -0.21
N -2.19 0.87 -0.03
C -1.25 0.90 1.01
C 3.82 -0.11 -0.69
C 2.68 -0.75 0.20
C 3.61 0.25 0.76
C 0.03 0.27 0.43
C -3.74 -0.48 -1.42
H -2.11 -1.22 -0.35
H -3.37 -0.75 0.69
H -1.13 1.95 1.26
H -1.55 0.35 1.92
H 3.68 0.78 -1.29
H 4.79 -0.60 -0.83
H 2.72 -1.68 0.76
H 3.24 1.24 1.00
H 4.44 -0.05 1.40
H 0.44 0.92 -0.35
H -0.18 -0.68 -0.03
H 0.89 0.30 1.12
H -4.28 0.49 -1.52
H -4.53 -1.22 -1.44
H -3.19 -0.42 -2.37

Relative energy (zero: lowest compared OMol25 entry of this formula, charge and spin): 197.0 kcal per mole
DFT total energy: -8983.946 eV
E_HOMO: -0.2403 Ha

---

(12)
Entry from the OMol25 dataset: a structure of composition C7H15N in a non-equilibrium geometry (the ωB97M-V functional and the def2-TZVPD basis).

Positions of all 23 atoms, in Å:
C -3.07 0.94 -1.04
C -2.94 -0.51 -0.87
C -1.55 -0.88 -0.28
C -0.90 0.48 0.19
C 0.54 0.70 -0.17
N 1.39 -0.08 0.61
C 2.77 0.04 0.40
C 3.65 -0.69 1.48
H -1.80 1.09 -0.43
H -3.51 1.34 -1.97
H -3.58 1.47 -0.24
H -3.68 -1.04 -0.22
H -2.97 -1.09 -1.80
H -1.79 -1.55 0.53
H -0.92 -1.29 -1.08
H -1.09 0.73 1.24
H 0.65 1.79 -0.07
H 0.83 0.50 -1.22
H 3.05 -0.41 -0.56
H 3.15 1.08 0.33
H 4.70 -0.63 1.17
H 3.42 -1.76 1.51
H 3.67 -0.23 2.48

Relative energy (zero: lowest compared OMol25 entry of this formula, charge and spin): 172.6 kcal per mole
DFT total energy: -8985.003 eV
E_HOMO: -0.2312 Ha

---

(13)
Entry from the OMol25 dataset: the ion C7H15N2 with charge +1 in a non-equilibrium geometry (the ωB97M-V functional and the def2-TZVPD basis).

Positions of all 24 atoms, in Å:
C 0.57 -1.18 -1.51
C 1.20 -1.56 -0.38
C 2.43 -2.24 -0.15
C 0.81 -0.87 0.97
C -0.69 -0.54 1.06
N -1.19 0.58 0.60
C -2.59 1.05 0.71
N -0.32 1.60 0.23
C -0.58 2.50 -0.81
H -0.32 -0.59 -1.47
H 0.96 -1.50 -2.41
H 2.74 -2.83 -1.05
H 2.54 -3.01 0.58
H 3.32 -1.59 0.16
H 1.51 -0.06 1.14
H 0.98 -1.57 1.77
H -1.51 -1.28 1.44
H -3.25 0.16 0.61
H -2.57 1.70 -0.22
H -2.68 1.59 1.64
H 0.68 1.25 0.29
H 0.07 3.42 -0.77
H -0.49 2.06 -1.77
H -1.61 2.92 -0.67

Total charge: +1
Relative energy (zero: lowest compared OMol25 entry of this formula, charge and spin): 81.0 kcal per mole
DFT total energy: -10472.783 eV
Structure (SMILES): C=C(C)C/C=[N+](/C)NC
E_HOMO: -0.4868 Ha

---

(14)
Entry from the OMol25 dataset: the ion C7H15N2O with charge +1 in a non-equilibrium geometry (the ωB97M-V functional and the def2-TZVPD basis).

Positions of all 25 atoms, in Å:
C 0.08 0.32 -1.30
C 0.81 -1.83 1.31
C 0.14 -2.14 0.03
C 1.37 -0.37 1.21
C -0.66 0.38 -0.05
C -0.82 0.00 -2.49
C 0.67 2.14 0.93
N -2.01 0.51 0.06
N 0.22 0.65 1.10
O 1.26 0.69 -1.38
H 0.03 -1.84 2.11
H 1.71 -2.35 1.33
H 0.71 -2.26 -0.97
H -0.89 -2.35 -0.09
H 1.91 -0.21 2.03
H 1.94 -0.11 0.20
H -0.35 -0.63 -3.27
H -0.92 0.89 -3.14
H -1.93 -0.22 -2.34
H -0.27 2.59 0.94
H 1.12 2.32 1.93
H 1.30 2.31 0.17
H -2.62 -0.25 0.26
H -2.49 1.09 -0.63
H -0.30 0.67 2.06

Total charge: +1
Relative energy (zero: lowest compared OMol25 entry of this formula, charge and spin): 131.5 kcal per mole
DFT total energy: -12518.961 eV
E_HOMO (spin up / spin down): -0.4537 / -0.4661 Ha

---

(15)
Entry from the OMol25 dataset: a structure of composition C7H15N2SSr in a non-equilibrium geometry (the ωB97M-V functional and the def2-TZVPD basis).

Positions of all 26 atoms, in Å:
C 1.86 0.85 -1.57
Sr -2.09 -0.04 -1.60
N -2.21 -2.56 -1.84
N -0.54 -0.28 -4.01
H -3.19 -2.83 -1.73
H 1.78 -0.23 -1.53
H 2.21 1.22 -0.60
H 0.88 1.34 -1.76
H 2.57 1.15 -2.35
H -1.18 -0.11 -4.80
H -0.16 -1.21 -4.19
H 0.21 0.39 -4.15
H -1.95 -2.98 -2.75
H -1.68 -3.08 -1.10
S -0.46 -1.26 0.55
C -0.05 -0.22 1.88
C 1.25 -0.22 2.47
C 1.59 0.73 3.43
C 0.67 1.70 3.83
C -0.63 1.67 3.30
C -1.00 0.72 2.35
H 1.95 -1.00 2.17
H 2.60 0.74 3.83
H 0.95 2.45 4.57
H -1.35 2.42 3.62
H -2.02 0.68 1.96

Total charge: -1
DFT total energy: -22154.052 eV
E_HOMO: -0.0209 Ha

---

(16)
Entry from the OMol25 dataset: the ion C7H15N2Si with charge +1 in a non-equilibrium geometry (the ωB97M-V functional and the def2-TZVPD basis).

Positions of all 25 atoms, in Å:
C -3.28 0.26 -0.43
N -1.87 -0.09 -0.01
C -1.46 -1.31 -0.10
C -0.22 -2.02 0.34
N 1.00 -1.72 0.47
Si 1.62 -0.08 0.06
C 2.51 -0.03 -1.62
C 2.51 0.19 1.73
C 0.19 1.15 -0.20
C -1.07 0.97 0.58
H -4.15 0.04 0.12
H -3.17 1.36 -0.64
H -3.29 -0.28 -1.33
H -2.22 -2.07 -0.51
H -0.59 -3.03 0.33
H 2.10 -0.67 -2.29
H 2.18 0.96 -1.89
H 3.56 -0.08 -1.73
H 2.17 -0.57 2.34
H 3.59 0.13 1.68
H 2.06 1.14 2.03
H -0.15 1.30 -1.30
H 0.56 2.02 0.13
H -1.65 1.88 0.66
H -0.93 0.56 1.58

Total charge: +1
Relative energy (zero: lowest compared OMol25 entry of this formula, charge and spin): 55.8 kcal per mole
DFT total energy: -18352.152 eV
Structure (SMILES): C[N+]1=CC=N[Si](C)(C)CC1
E_HOMO: -0.5028 Ha

---

(17)
Entry from the OMol25 dataset: a structure of composition C7H15N2Zn in a non-equilibrium geometry (the ωB97M-V functional and the def2-TZVPD basis).

Positions of all 25 atoms, in Å:
C -3.09 -1.71 -2.42
Zn 1.54 -0.07 -1.65
N 2.21 1.17 -3.20
H -2.82 -2.06 -1.40
H -3.45 -0.72 -2.38
H -3.70 -2.59 -2.74
H -1.88 -1.71 -2.37
H -2.45 -1.66 -3.37
H 3.21 1.02 -3.34
H 2.04 2.15 -2.96
H 1.78 0.97 -4.10
N 1.48 1.04 0.16
C 0.85 0.57 1.36
C -0.44 1.00 1.61
C -1.04 0.63 2.82
C -0.34 -0.16 3.74
C 0.92 -0.66 3.40
C 1.53 -0.30 2.19
H 1.06 1.91 -0.15
H 2.47 1.16 0.32
H -0.97 1.56 0.83
H -2.05 0.92 3.04
H -0.78 -0.40 4.71
H 1.44 -1.32 4.08
H 2.48 -0.73 1.83

Total charge: -1
Relative energy (zero: lowest compared OMol25 entry of this formula, charge and spin): 59.9 kcal per mole
DFT total energy: -58892.298 eV
E_HOMO (spin up / spin down): -0.0032 / -0.0033 Ha

---

(18)
Entry from the OMol25 dataset: the ion C7H15N4 with charge +1 in a non-equilibrium geometry (the ωB97M-V functional and the def2-TZVPD basis).

Positions of all 26 atoms, in Å:
C 0.54 1.64 -0.93
C 2.01 -1.01 0.67
C 0.07 -2.33 0.09
C 1.38 0.35 0.74
C -0.76 0.11 0.38
C 0.63 2.67 -1.99
C -1.60 0.38 1.59
N 1.54 1.23 -0.28
N -0.70 1.06 -0.66
N 1.35 -1.94 -0.23
N -1.04 -1.25 -0.21
H 3.05 -0.90 0.33
H 2.03 -1.46 1.66
H -0.24 -3.21 -0.49
H -0.01 -2.54 1.16
H 1.38 0.80 1.73
H 0.09 2.36 -2.88
H 1.67 2.85 -2.24
H 0.20 3.61 -1.64
H -2.67 0.37 1.35
H -1.36 1.36 1.99
H -1.41 -0.36 2.36
H -1.51 1.55 -0.99
H 1.54 -1.78 -1.21
H -1.10 -1.14 -1.22
H -1.94 -1.61 0.14

Total charge: +1
Relative energy (zero: lowest compared OMol25 entry of this formula, charge and spin): 22.9 kcal per mole
DFT total energy: -13455.310 eV
E_HOMO: -0.4600 Ha